(1)
This record from the OMol25 dataset describes a molecular structure, C24H27CrF6N3O22P at a distorted geometry. The level of theory is the ωB97M-V functional and the def2-TZVPD basis.

Each line ends with the Mulliken spin population.
Element x y z (Å)
1 Cr 1.00525 1.39508 -2.08180  3.35
2 P -0.07909 0.48235 -0.25175  -0.15
3 O -0.73158 0.06547 0.99855  -0.01
4 O -0.71257 1.58731 -1.18628  -0.07
5 O 0.46957 -0.37391 -1.44698  -0.12
6 O 1.28359 1.30713 -0.17281  -0.08
7 C -1.97521 -2.69348 -1.75151  0.00
8 C -2.39283 -1.36000 -2.36584  0.01
9 O -3.63345 -1.64543 -2.96581  0.00
10 C -4.05317 -2.89964 -2.63753  0.00
11 O -5.10581 -3.35493 -2.91431  0.00
12 O -3.07794 -3.55506 -1.97438  0.00
13 F -1.54946 -1.01995 -3.39563  0.00
14 H -1.78089 -2.68261 -0.67880  0.00
15 H -1.07573 -3.04776 -2.25682  0.00
16 H -2.47944 -0.51458 -1.68847  -0.01
17 C 3.05066 -3.55280 -1.32220  0.00
18 C 2.53586 -2.55361 -0.31215  0.01
19 O 3.35762 -1.44423 -0.58797  0.00
20 C 4.54817 -1.88509 -1.06840  0.00
21 O 5.52067 -1.22106 -1.18621  0.00
22 O 4.41256 -3.16705 -1.50298  0.00
23 F 2.83456 -2.98238 0.95397  0.00
24 H 2.52068 -3.53849 -2.27929  0.00
25 H 3.00162 -4.59234 -0.99817  0.00
26 H 1.49471 -2.25579 -0.34430  -0.01
27 C -0.48371 -2.75555 2.22829  0.00
28 C 0.14536 -1.99045 3.38263  0.00
29 O 1.16056 -2.84382 3.83852  0.00
30 C 1.13785 -4.03335 3.18450  0.00
31 O 1.81256 -4.95847 3.47039  0.00
32 O 0.25100 -3.99471 2.16797  0.00
33 F -0.74607 -1.77748 4.39212  0.00
34 H -0.32876 -2.27055 1.27127  0.00
35 H -1.52046 -3.03769 2.40343  0.00
36 H 0.55459 -1.02930 3.07860  0.00
37 C -3.76792 0.28678 1.00337  0.01
38 C -3.44895 -0.06790 2.45696  0.00
39 O -3.70234 -1.45136 2.50442  0.00
40 C -4.24140 -1.89804 1.36030  0.00
41 O -4.54929 -3.02157 1.13669  0.00
42 O -4.35173 -0.89530 0.45531  0.00
43 F -4.33020 0.60425 3.25683  0.00
44 H -2.86120 0.43792 0.42070  0.00
45 H -4.37112 1.18107 0.86526  0.00
46 H -2.43324 0.13617 2.77590  0.00
47 C 0.12658 2.73584 2.46314  0.01
48 C 1.03843 3.82031 1.92494  0.00
49 O 1.41455 4.50008 3.09064  0.00
50 C 0.46995 4.27142 4.06058  0.00
51 O 0.46035 4.82295 5.10003  0.00
52 O -0.42931 3.35526 3.61427  0.00
53 F 0.34508 4.69889 1.11600  0.00
54 H 0.71458 1.85388 2.71032  0.00
55 H -0.64071 2.56959 1.71324  0.00
56 H 1.88971 3.44967 1.36413  0.00
57 C 4.13421 1.36702 1.72479  0.00
58 C 3.50897 0.33154 2.65363  0.00
59 O 3.81990 0.86760 3.92922  0.00
60 C 4.15045 2.17866 3.84617  0.00
61 O 4.37451 2.90022 4.74911  0.00
62 O 4.14625 2.54779 2.53438  0.00
63 F 4.10791 -0.87801 2.58773  0.00
64 H 3.56667 1.67030 0.84871  0.01
65 H 5.14486 1.09220 1.41611  0.00
66 H 2.43123 0.23247 2.50970  0.00
67 C 1.91776 -1.89424 -5.58565  0.00
68 C 1.68094 -0.82745 -4.63522  0.01
69 N 1.49721 0.03336 -3.91131  0.03
70 H 1.64895 -2.86195 -5.16616  0.00
71 H 2.98279 -1.97219 -5.81407  0.00
72 H 1.39379 -1.66954 -6.51191  0.00
73 C -2.65321 2.29608 -4.42666  0.00
74 C -1.25925 2.27983 -4.04125  0.01
75 N -0.14676 2.27537 -3.78468  0.01
76 H -3.11732 1.35140 -4.14741  0.00
77 H -2.70207 2.42594 -5.51019  0.00
78 H -3.20633 3.13811 -4.01590  0.00
79 C -2.59667 4.09294 -0.76348  0.00
80 C -1.83590 4.73765 -1.81860  0.00
81 N -1.26176 5.23906 -2.67446  0.00
82 H -3.17728 4.85002 -0.22838  0.00
83 H -1.91794 3.63020 -0.05258  0.00
84 H -3.33501 3.36994 -1.10448  0.00

Molar mass, g mol⁻¹: 906.4
Spin multiplicity: 4
Total energy, hartree: -4735.51736
Maximum force, eV/A: 2.4
⟨S²⟩: 3.833

(2)
This record from the OMol25 dataset describes a molecular structure, C39H55BrCrNO4PSSe2Si2. The level of theory is the ωB97M-V functional and the def2-TZVPD basis.

Each line ends with the Mulliken spin population.
Element x y z (Å)
1 Cr -0.08118 0.79310 -0.09570  3.52
2 O -4.44227 4.50213 2.73051  0.00
3 C -3.51780 3.69209 2.15200  0.00
4 C -2.16091 3.75388 2.45618  -0.01
5 C -1.31171 2.88731 1.80861  0.08
6 N -1.70854 1.96597 0.91818  -0.08
7 C -3.00714 1.95214 0.62048  0.00
8 Br -3.59259 0.76509 -0.71387  0.01
9 C -3.95154 2.77694 1.20736  0.00
10 H -4.00447 5.10762 3.33811  0.00
11 H -1.76624 4.46863 3.16599  0.00
12 H -0.25458 2.92626 1.99755  -0.03
13 H -4.99010 2.72073 0.92497  0.00
14 Se -1.28076 -1.22291 0.96313  0.03
15 P -2.07538 -2.53868 -0.60328  -0.01
16 Se -2.31725 -1.80769 -2.57717  0.00
17 C -1.06653 -4.06966 -0.57431  0.00
18 C -0.70110 -4.64669 0.63870  0.00
19 C 0.03836 -5.81607 0.66326  0.00
20 C 0.43100 -6.41570 -0.52669  0.00
21 C 0.07448 -5.84252 -1.73632  0.00
22 C -0.67720 -4.67578 -1.76100  0.00
23 C -3.67315 -3.13298 0.07999  0.00
24 C -4.72912 -3.40372 -0.78099  0.00
25 C -5.92988 -3.89292 -0.28683  0.00
26 C -6.08457 -4.11591 1.07211  0.00
27 C -5.03416 -3.84222 1.93819  0.00
28 C -3.83653 -3.35065 1.44603  -0.01
29 H -0.97169 -4.16435 1.56960  0.00
30 H 0.32521 -6.25005 1.61241  0.00
31 H 1.02189 -7.32255 -0.50705  0.00
32 H 0.38638 -6.29769 -2.66762  0.00
33 H -0.95481 -4.21406 -2.70037  0.00
34 H -4.59980 -3.21446 -1.83952  0.00
35 H -6.74673 -4.09510 -0.96807  0.00
36 H -7.02215 -4.49377 1.45956  0.00
37 H -5.15072 -4.00265 3.00207  0.00
38 H -3.03495 -3.10958 2.13151  0.00
39 O -4.39841 4.02569 -5.42227  0.00
40 C -3.44058 4.89549 -4.99990  0.00
41 O -3.43015 6.01441 -5.44781  0.00
42 C -2.47649 4.38939 -3.99402  0.00
43 C -2.35006 3.04579 -3.64510  0.00
44 C -1.43926 2.64005 -2.68980  0.03
45 C -0.61987 3.56489 -2.03324  -0.06
46 S 0.52095 3.11065 -0.80374  -0.05
47 C -0.73351 4.91491 -2.40883  0.00
48 C -1.63772 5.31545 -3.36589  0.00
49 H -4.32711 3.19618 -4.92278  0.00
50 H -2.92603 2.26832 -4.13787  0.00
51 H -1.33732 1.58108 -2.47251  0.07
52 H -0.09524 5.64259 -1.92470  0.00
53 H -1.72114 6.35660 -3.64622  0.00
54 C 2.58848 3.00629 2.25348  -0.02
55 C 3.25606 1.73341 1.71671  -0.17
56 C 4.56513 1.51788 2.49329  -0.03
57 C 3.68775 2.05980 0.27907  -0.01
58 Si 1.98704 0.22201 1.76739  -0.07
59 C 2.95435 -1.39197 1.22359  -0.08
60 C 3.89026 -1.94413 2.31768  -0.04
61 C 3.84282 -1.12041 0.00602  -0.01
62 C 1.99376 -2.50746 0.80932  0.00
63 C 1.31814 -0.05297 3.63912  -0.13
64 C 2.37957 0.25493 4.70781  -0.03
65 C 0.83899 -1.48544 3.92894  -0.01
66 C 0.11210 0.84044 3.94336  0.02
67 H 3.32703 3.81602 2.27752  0.00
68 H 2.18975 2.90307 3.26016  0.00
69 H 1.79729 3.33931 1.58325  0.01
70 H 5.16129 2.43627 2.42567  0.00
71 H 5.16395 0.72307 2.05465  0.00
72 H 4.43208 1.29464 3.54750  0.00
73 H 4.24129 3.00663 0.28772  0.00
74 H 2.85065 2.17857 -0.40072  0.02
75 H 4.34915 1.30907 -0.13950  0.00
76 H 4.58794 -1.20001 2.69194  0.00
77 H 4.48471 -2.75563 1.88094  0.00
78 H 3.36625 -2.36528 3.16986  0.00
79 H 4.72660 -0.53992 0.26404  0.00
80 H 3.30057 -0.60400 -0.77943  0.01
81 H 4.19020 -2.07895 -0.39606  0.00
82 H 1.29900 -2.77802 1.59716  -0.01
83 H 2.57165 -3.40178 0.54710  0.00
84 H 1.40740 -2.21076 -0.06150  0.01
85 H 3.26203 -0.37372 4.60874  0.01
86 H 1.94898 0.05907 5.69754  0.00
87 H 2.69889 1.29389 4.69689  0.00
88 H 1.63052 -2.22398 3.86397  0.00
89 H 0.03482 -1.79671 3.26925  -0.01
90 H 0.45571 -1.51458 4.95653  0.00
91 H 0.35602 1.89826 3.90030  0.00
92 H -0.24257 0.63523 4.96086  0.00
93 H -0.71804 0.64694 3.26404  0.02
94 C 2.11200 -2.05791 -3.05270  0.00
95 Si 1.55176 -0.26323 -2.90717  0.00
96 C 3.03094 0.87825 -3.17773  0.01
97 C 0.39410 0.06712 -4.35314  0.00
98 O 0.89024 -0.00775 -1.45042  -0.01
99 H 2.12958 -2.36709 -4.09971  0.00
100 H 1.40609 -2.70303 -2.52799  0.00
101 H 3.10443 -2.22776 -2.63264  0.00
102 H 3.35104 0.84790 -4.22132  0.00
103 H 3.88801 0.60813 -2.56235  0.00
104 H 2.75304 1.90563 -2.93648  0.00
105 H 0.97817 0.07162 -5.27708  0.00
106 H -0.10548 1.03233 -4.27720  0.00
107 H -0.36491 -0.71170 -4.43551  0.00

Molar mass, g mol⁻¹: 1010.9
Spin multiplicity: 4
Total energy, hartree: -11614.99512
Maximum force, eV/A: 0.4
⟨S²⟩: 4.194
Charge: -1

(3)
This record from the OMol25 dataset describes a molecular structure, C7H11N3O2Zn at a distorted geometry. The level of theory is the ωB97M-V functional and the def2-TZVPD basis.

Each line ends with the natural charge from an NBO analysis.
Element x y z (Å)
1 N -3.52840 2.55987 1.01130  -0.15
2 C -2.98917 1.56404 0.74051  0.16
3 C -2.15067 0.38183 0.54214  0.00
4 O -1.44259 0.08908 1.72836  -0.71
5 C -1.11624 0.70065 -0.54078  -0.17
6 C -1.75016 1.01696 -1.80766  0.16
7 N -2.25676 1.34048 -2.81549  -0.09
8 C -0.03596 -0.37339 -0.72567  -0.47
9 C 1.09115 -0.40965 0.31700  0.10
10 O 1.47036 0.91214 0.92269  -0.87
11 C 2.37864 -0.96767 -0.24590  -0.24
12 N 2.17589 -2.30083 -0.75418  -0.82
13 H -2.73511 -0.48566 0.23792  0.28
14 H -1.83676 0.55656 2.47288  0.52
15 H -0.62453 1.66448 -0.21958  0.00
16 H -0.51627 -1.34306 -0.64532  0.29
17 H 0.33262 -0.30051 -1.74274  0.27
18 H 0.77147 -1.00416 1.16458  0.24
19 H 1.25965 0.82240 1.86713  0.56
20 H 2.70942 -0.31639 -1.05950  0.18
21 H 3.14388 -0.89508 0.52868  0.21
22 H 3.00838 -2.86633 -0.68589  0.41
23 H 1.38445 -2.79055 -0.36278  0.37
24 Zn 0.92935 2.63481 -0.02010  1.75

Molar mass, g mol⁻¹: 234.6
Total energy, hartree: -2366.54876
Maximum force, eV/A: 3.3
Charge: +2

(4)
This record from the OMol25 dataset describes C4H4OS in the gas phase at a distorted geometry. The level of theory is the ωB97M-V functional and the def2-TZVPD basis.

Each line ends with the natural charge from an NBO analysis.
Element x y z (Å)
1 S 1.94219 0.24835 0.39203  0.07
2 C 0.28683 -0.06095 0.08055  0.08
3 C -0.69038 -0.79563 0.81814  -0.32
4 C -1.91819 -0.63961 0.17223  -0.31
5 C -1.70329 0.17538 -0.88064  0.08
6 O -0.40953 0.58972 -0.91560  -0.42
7 H 2.08279 1.11587 -0.62702  0.15
8 H -0.48751 -1.46633 1.65742  0.23
9 H -2.88523 -0.98164 0.53024  0.23
10 H -2.35872 0.56564 -1.64995  0.21

Molar mass, g mol⁻¹: 100.1
Total energy, hartree: -628.20423
Maximum force, eV/A: 4.5
Relative energy (zero: lowest compared OMol25 entry of this formula, charge and spin), eV: 0.837

total energy of number 1 (C24H27CrF6N3O22P)?
-4735.51736 hartree